(1)
Molecular formula: C21H31N3O9
Method: DFT, ωB97M-V/def2-TZVPD

Its spin multiplicity is 1. The value obtained for the relative energy (zero: lowest compared OMol25 entry of this formula, charge and spin) is 2.855 eV. As for the HOMO energy: -10.1 eV. The structure (SMILES) is O=C1CCCO1.O=C1CCCO1.O=C1CCCO1.O=C1OCCO1.CC#N.CC#N.CC#N.

Geometry as XYZ:
```
64
C21H31N3O9 ωB97M-V/def2-TZVPD
O -1.173 4.510 2.164
O 3.576 1.619 -3.691
O -2.163 -2.541 -1.680
O -0.425 5.850 3.799
O -1.689 -4.489 -0.701
O -1.768 1.441 -0.808
O 3.084 1.650 -5.954
O -1.692 4.119 4.335
O -1.167 1.554 -2.964
N 2.406 -3.881 -1.308
N 0.830 -5.039 6.164
N 0.979 -1.120 2.823
C -1.072 4.739 3.292
C -2.488 2.269 0.122
C 1.207 -0.456 0.339
C -1.475 2.113 -1.953
C -1.811 3.628 -1.705
C -1.930 -1.947 -2.925
C -1.494 -3.688 -1.568
C 1.308 -5.250 0.708
C 3.749 0.519 -2.774
C -0.347 5.779 5.237
C -0.565 -2.924 5.577
C 2.411 -0.225 -4.492
C -0.600 -3.854 -2.787
C 1.041 -0.780 1.723
C 1.968 -4.508 -0.424
C 2.565 -0.363 -2.933
C 0.163 -4.159 5.830
C -0.591 -2.509 -3.404
C 3.061 1.153 -4.853
C -1.441 4.719 5.589
C -2.904 3.516 -0.706
H 1.755 0.461 0.295
H -2.685 -2.227 -3.605
H -2.980 4.345 0.004
H -3.133 1.531 0.634
H 1.526 -4.711 1.607
H -0.368 -2.524 -4.472
H -1.322 -2.879 4.798
H 1.400 -0.350 -4.775
H -0.685 6.664 5.648
H 0.272 -5.176 0.502
H -0.941 -4.740 -3.299
H -2.410 5.112 6.005
H 2.614 -1.373 -2.505
H 1.615 -1.340 -0.184
H -1.050 -2.626 6.548
H 0.327 -4.013 -2.344
H -1.928 -0.875 -2.781
H -3.895 3.415 -1.133
H -1.097 3.885 6.210
H 0.715 5.561 5.540
H 0.115 -2.169 5.248
H 4.630 0.036 -3.097
H 0.232 -0.224 -0.180
H -1.794 2.549 0.890
H -2.047 4.089 -2.670
H 3.940 0.959 -1.794
H 0.250 -1.896 -2.977
H -0.946 4.188 -1.425
H 1.780 -6.274 0.810
H 1.647 0.146 -2.510
H 2.908 -0.989 -5.058
```

Population analysis type Mulliken, resulting atomic charges in e: number 1, O, carries -0.407; number 2, O, carries -0.379; number 3, O, carries -0.370; number 4, O, carries -0.375; number 5, O, carries -0.656; number 6, O, carries -0.295; number 7, O, carries -0.583; number 8, O, carries -0.348; number 9, O, carries -0.573; number 10, N, carries -0.543; number 11, N, carries -0.394; number 12, N, carries -0.437; number 13, C, carries 0.631; number 14, C, carries -0.432; number 15, C, carries 0.062; number 16, C, carries 0.579; number 17, C, carries -0.658; number 18, C, carries -0.359; number 19, C, carries 0.536; number 20, C, carries -0.702; number 21, C, carries -0.651; number 22, C, carries -0.250; number 23, C, carries -0.711; number 24, C, carries -0.764; number 25, C, carries -0.288; number 26, C, carries 0.180; number 27, C, carries 0.500; number 28, C, carries 0.815; number 29, C, carries 0.373; number 30, C, carries 0.256; number 31, C, carries 0.587; number 32, C, carries -0.253; number 33, C, carries -0.413; number 34, H, carries 0.305; number 35, H, carries 0.295; number 36, H, carries 0.289; number 37, H, carries 0.310; number 38, H, carries 0.282; number 39, H, carries 0.556; number 40, H, carries 0.278; number 41, H, carries 0.290; number 42, H, carries 0.260; number 43, H, carries 0.206; number 44, H, carries 0.312; number 45, H, carries 0.241; number 46, H, carries 0.171; number 47, H, carries -0.083; number 48, H, carries 0.249; number 49, H, carries -0.053; number 50, H, carries 0.117; number 51, H, carries 0.300; number 52, H, carries 0.230; number 53, H, carries 0.263; number 54, H, carries 0.213; number 55, H, carries 0.382; number 56, H, carries -0.049; number 57, H, carries 0.251; number 58, H, carries 0.305; number 59, H, carries 0.259; number 60, H, carries -0.429; number 61, H, carries 0.336; number 62, H, carries 0.298; number 63, H, carries -0.416; number 64, H, carries 0.355

(2)
Molecular formula: C3H7Cl3N2P
Method: DFT, ωB97M-V/def2-TZVPD

Its spin multiplicity is 1. The value obtained for the relative energy (zero: lowest compared OMol25 entry of this formula, charge and spin) is 0.787 eV. As for the HOMO energy: -14.5 eV. As for the net charge: +1.

Geometry as XYZ:
```
16
C3H7Cl3N2P ωB97M-V/def2-TZVPD
Cl 3.849 0.784 0.297
Cl 1.977 2.129 -2.758
Cl 0.906 -1.949 1.957
P 2.885 -0.483 -0.864
N -0.632 -0.410 0.517
N 1.483 -0.802 -0.248
C 0.551 -0.916 0.627
C -0.924 0.289 -0.692
C -1.751 -0.486 1.451
H -2.363 0.285 1.136
H -1.417 -0.386 -1.314
H -2.347 -1.508 1.494
H 0.040 0.700 -1.172
H -1.376 -0.286 2.508
H -1.620 1.094 -0.557
H 0.740 1.945 -2.383
```

Population analysis type Mulliken, resulting atomic charges in e: number 1, Cl, carries -0.046; number 2, Cl, carries -0.232; number 3, Cl, carries -0.093; number 4, P, carries 0.302; number 5, N, carries 0.030; number 6, N, carries -0.164; number 7, C, carries 0.691; number 8, C, carries -0.539; number 9, C, carries -0.832; number 10, H, carries 0.330; number 11, H, carries 0.472; number 12, H, carries 0.286; number 13, H, carries -0.378; number 14, H, carries 0.376; number 15, H, carries 0.431; number 16, H, carries 0.366